The following is a quantum chemistry calculation of C28H29N3O5PPb as an isolated structure, from the OMol25 dataset.

Summary:
- E (Ha) = -2158.9079
- ΔE to the lowest compared entry with this formula, charge and spin (eV) = 0.077
- strongest force on any atom (eV Å⁻¹) = 0.76
- total charge = +1

Last column: Löwdin charge in e.
Geometry (Å):
Pb (-1.9981, -0.4837, -0.7675)  1.367
O (-2.3075, -3.7722, 1.0751)  -0.089
C (-1.1613, -4.4993, 0.6641)  -0.238
C (-0.7887, -4.3185, -0.8122)  -0.169
N (-0.0972, -3.0541, -1.1141)  -0.186
C (1.2689, -3.0900, -0.6184)  -0.075
C (1.7968, -1.8290, 0.0210)  -0.427
O (2.9555, -1.6488, 0.2473)  0.139
O (0.8494, -0.8775, 0.3656)  -0.160
C (-0.1171, -2.7034, -2.5461)  -0.117
C (0.4193, -1.2547, -2.7551)  -0.650
O (1.5003, -1.1189, -3.3049)  0.061
O (-0.2869, -0.2723, -2.2967)  -0.246
H (-3.0907, -4.1772, 0.6905)  0.088
H (-0.3522, -4.1464, 1.3053)  0.113
H (-1.3060, -5.5650, 0.8620)  0.123
H (-0.1681, -5.1764, -1.1062)  0.130
H (-1.7006, -4.3500, -1.4125)  0.125
H (1.3691, -3.8703, 0.1402)  0.140
H (1.9914, -3.3286, -1.4070)  0.154
H (0.5237, -3.3798, -3.1206)  0.130
H (-1.1372, -2.7610, -2.9330)  0.116
C (2.0007, -0.3584, 5.4794)  -0.051
C (0.8921, 0.3596, 5.0552)  -0.056
C (0.7115, 0.6234, 3.7078)  -0.060
C (1.6427, 0.1563, 2.7809)  -0.265
C (2.7560, -0.5746, 3.2050)  -0.070
C (2.9227, -0.8326, 4.5549)  -0.052
P (1.3694, 0.5231, 1.0418)  1.091
C (2.8272, 1.1416, 0.2147)  -0.296
C (3.8999, 1.6204, 0.9635)  -0.072
C (4.9869, 2.1714, 0.3067)  -0.057
C (4.9967, 2.2383, -1.0802)  -0.051
C (3.9205, 1.7627, -1.8180)  -0.038
C (2.8202, 1.2224, -1.1759)  -0.038
C (0.0659, 1.7295, 0.7985)  -0.336
C (0.5000, 2.9933, 1.2275)  -0.089
C (-0.2999, 4.1005, 1.0427)  -0.060
C (-1.5230, 3.9436, 0.4074)  -0.061
C (-1.9429, 2.6876, 0.0035)  -0.133
C (-1.1803, 1.5262, 0.1831)  -0.276
H (2.1466, -0.5526, 6.5336)  0.115
H (0.1715, 0.7208, 5.7764)  0.114
H (-0.1489, 1.1871, 3.3689)  0.109
H (3.4767, -0.9353, 2.4859)  0.106
H (3.7815, -1.3994, 4.8886)  0.115
H (3.8836, 1.5572, 2.0440)  0.106
H (5.8313, 2.5424, 0.8717)  0.112
H (5.8541, 2.6657, -1.5829)  0.113
H (3.9400, 1.8056, -2.8983)  0.119
H (1.9796, 0.8460, -1.7486)  0.100
H (1.4733, 3.1046, 1.6957)  0.113
H (0.0303, 5.0762, 1.3720)  0.114
H (-2.1462, 4.8091, 0.2197)  0.112
H (-2.9052, 2.6076, -0.4926)  0.068
C (-5.4827, 1.3361, -0.8056)  0.000
C (-4.7763, 1.1644, -2.1039)  -0.394
N (-3.5523, 0.7062, -2.2793)  -0.063
C (-3.2878, 0.7564, -3.6324)  -0.119
C (-4.3753, 1.2432, -4.2809)  -0.061
N (-5.3073, 1.4963, -3.3007)  0.114
H (-4.8943, 0.9076, 0.0023)  0.069
H (-6.4635, 0.8603, -0.8226)  0.090
H (-5.6349, 2.3963, -0.5954)  0.092
H (-2.3276, 0.4536, -4.0177)  0.107
H (-4.5645, 1.4215, -5.3241)  0.120
H (-6.2307, 1.8662, -3.4491)  0.168

Forces on the atoms, in the same order (eV/Å):
Pb 0.58 -0.25 0.11
O 0.06 0.27 -0.12
C -0.05 0.08 -0.21
C -0.01 0.11 0.05
N -0.17 0.08 0.12
C -0.36 0.13 -0.11
C 0.42 -0.03 -0.11
O -0.20 -0.19 0.17
O -0.04 0.33 -0.07
C 0.17 0.37 0.24
C 0.27 -0.57 -0.07
O -0.12 0.05 0.12
O -0.70 0.05 0.31
H 0.01 -0.03 0.00
H 0.00 -0.07 0.03
H 0.09 -0.02 -0.02
H -0.02 -0.05 -0.12
H 0.01 -0.05 0.01
H 0.08 0.11 0.03
H 0.05 0.00 0.00
H -0.04 0.02 -0.10
H -0.04 -0.07 0.15
C -0.05 -0.02 -0.06
C -0.01 0.02 0.09
C -0.06 -0.03 -0.08
C -0.01 0.34 -0.29
C -0.03 -0.02 0.00
C 0.06 -0.01 -0.01
P -0.06 -0.32 -0.05
C -0.13 0.02 0.29
C -0.05 -0.07 0.00
C 0.05 0.03 -0.05
C 0.02 0.00 0.09
C 0.01 -0.01 -0.06
C -0.07 -0.07 0.02
C 0.01 -0.12 0.02
C -0.02 -0.11 0.04
C -0.01 0.08 0.01
C -0.02 0.05 0.06
C -0.19 -0.27 -0.06
C 0.30 -0.05 -0.15
H -0.01 -0.01 0.00
H 0.00 0.01 -0.01
H 0.01 0.01 0.06
H 0.04 -0.02 -0.03
H 0.00 0.01 -0.01
H 0.06 0.04 -0.01
H -0.02 0.01 0.02
H -0.02 -0.02 -0.04
H -0.03 0.00 0.00
H -0.01 0.01 -0.09
H -0.02 0.07 -0.02
H 0.02 -0.01 -0.01
H -0.02 -0.01 0.02
H 0.05 0.05 -0.01
C -0.07 0.08 -0.09
C -0.03 -0.04 -0.04
N 0.12 0.21 -0.01
C 0.03 0.01 -0.09
C 0.15 -0.07 -0.03
N 0.04 -0.02 0.07
H -0.02 -0.02 0.01
H 0.03 -0.05 0.03
H 0.02 -0.01 0.06
H -0.04 0.01 -0.05
H -0.02 0.03 0.02
H -0.02 0.01 0.02